Formula: C5H5N
Source: the OMol25 dataset
Level of theory: ωB97M-V with the def2-TZVPD basis set

Properties
* M: 79.1 g mol⁻¹
* LUMO: 0.68 eV
* SMILES: C=C=CCC#N
* orbital gap: 0.4035 hartree
* energy above the lowest of the compared OMol25 structures with the same formula, charge and spin: 3.631 eV

```
! wB97M-V def2-TZVPD RIJCOSX def2/J DEFGRID3
* xyz 0 1
C -0.79 -1.42 -1.66
C -0.91 -0.31 -0.94
C 1.00 0.32 2.14
C 0.56 0.69 0.76
C -0.81 0.82 -0.24
N 1.54 0.01 3.10
H -1.10 -2.44 -1.32
H 1.27 0.26 -0.01
H 0.87 1.70 0.75
H -1.57 1.59 -0.13
H -0.06 -1.22 -2.44
*
```

Formula: C22H23N3O9P2Pd
Source: the OMol25 dataset
Level of theory: ωB97M-V with the def2-TZVPD basis set

Properties
* M: 641.8 g mol⁻¹
* LUMO: 4.75 eV
* orbital gap: 0.2600 hartree
* energy above the lowest of the compared OMol25 structures with the same formula, charge and spin: 0.208 eV

```
! wB97M-V def2-TZVPD RIJCOSX def2/J DEFGRID3
* xyz -2 1
Pd 1.20 0.04 -0.31
O -1.42 1.70 0.42
C -2.56 0.89 0.23
C -2.27 -0.64 0.23
O -3.25 -1.38 0.39
O -1.08 -0.97 -0.01
C -3.49 1.23 1.40
C -2.99 1.88 2.52
C -3.81 2.17 3.60
C -5.16 1.84 3.57
C -5.67 1.19 2.45
C -4.84 0.89 1.38
C -3.20 1.28 -1.11
C -3.15 0.45 -2.23
C -3.64 0.89 -3.45
C -4.20 2.16 -3.57
C -4.26 2.99 -2.46
C -3.76 2.55 -1.24
H -0.82 1.65 -0.35
H -1.94 2.14 2.54
H -3.40 2.67 4.47
H -5.80 2.07 4.41
H -6.71 0.91 2.41
H -5.23 0.37 0.52
H -2.72 -0.53 -2.15
H -3.57 0.24 -4.31
H -4.58 2.50 -4.53
H -4.68 3.98 -2.54
H -3.79 3.20 -0.38
N 3.35 0.17 -2.17
C 2.19 0.18 -3.17
C 2.79 0.30 -4.57
P 1.35 1.81 -2.70
O 0.70 2.27 -4.12
O 0.21 1.61 -1.74
O 2.51 2.70 -2.39
P 1.30 -1.50 -2.95
O -0.26 -1.19 -2.76
O 1.48 -2.20 -4.25
O 1.90 -2.00 -1.66
H 3.70 1.14 -2.10
H 4.05 -0.53 -2.41
H 2.90 -0.10 -1.25
H 3.32 1.25 -4.69
H 2.01 0.23 -5.31
H 3.47 -0.54 -4.74
H -0.21 1.95 -4.14
H -0.59 -1.16 -1.83
N 6.12 2.83 1.17
C 5.24 2.09 1.20
C 4.18 1.12 1.26
C 4.47 -0.27 1.12
C 3.45 -1.15 1.17
C 2.11 -0.68 1.42
N 1.84 0.65 1.66
C 2.87 1.51 1.46
H 5.49 -0.59 0.95
H 3.60 -2.21 1.02
H 1.37 -1.38 1.80
H 2.62 2.56 1.50
*
```

Formula: C26H28NO
Source: the OMol25 dataset
Level of theory: ωB97M-V with the def2-TZVPD basis set

Properties
* M: 370.5 g mol⁻¹
* LUMO: -5.37 eV
* orbital gap: 0.1615 hartree
* energy above the lowest of the compared OMol25 structures with the same formula, charge and spin: 1.232 eV

```
! wB97M-V def2-TZVPD RIJCOSX def2/J DEFGRID3
* xyz 1 1
C -4.70 -0.60 -2.41
C -4.26 0.70 -2.10
C -2.92 0.94 -1.85
C -1.96 -0.11 -1.90
C -0.58 0.14 -1.55
C 0.45 -0.76 -1.74
N 1.77 -0.44 -1.91
C 2.65 -1.56 -2.28
C 4.11 -1.17 -2.06
O 4.39 0.05 -2.75
C 3.62 1.14 -2.23
C 2.12 0.89 -2.40
C -2.41 -1.39 -2.30
C -3.76 -1.63 -2.54
H -5.76 -0.79 -2.58
H -4.98 1.51 -2.02
H -2.58 1.95 -1.58
H -0.35 1.11 -1.10
H 0.27 -1.83 -1.69
H 2.39 -2.43 -1.66
H 2.51 -1.81 -3.35
H 4.30 -1.09 -0.98
H 4.78 -1.91 -2.53
H 3.85 1.32 -1.17
H 3.94 2.00 -2.85
H 1.89 0.98 -3.48
H 1.55 1.65 -1.86
H -1.67 -2.19 -2.40
H -4.10 -2.63 -2.82
C 4.27 -0.69 3.78
C 2.86 -0.59 3.28
C 2.19 -1.75 2.88
C 0.92 -1.67 2.35
C 0.24 -0.42 2.22
C -0.99 -0.44 1.53
C -2.01 0.56 1.51
C -3.36 0.11 1.39
C -4.40 1.01 1.32
C -4.15 2.39 1.39
C -2.84 2.85 1.52
C -1.76 1.96 1.51
C 0.87 0.72 2.82
C 2.19 0.64 3.25
H 4.70 0.29 3.97
H 4.32 -1.28 4.71
H 4.89 -1.22 3.05
H 2.69 -2.71 2.99
H 0.40 -2.58 2.03
H -1.26 -1.41 1.09
H -3.54 -0.97 1.33
H -5.42 0.65 1.18
H -4.98 3.10 1.36
H -2.64 3.92 1.62
H -0.74 2.32 1.47
H 0.31 1.64 2.94
H 2.71 1.54 3.58
*
```

Formula: H3N3O4
Source: the OMol25 dataset
Level of theory: ωB97M-V with the def2-TZVPD basis set

Properties
* M: 109.0 g mol⁻¹
* LUMO: 0.57 eV
* SMILES: NN(OO)[N+](=O)[O-]
* orbital gap: 0.3788 hartree
* energy above the lowest of the compared OMol25 structures with the same formula, charge and spin: 0.156 eV

```
! wB97M-V def2-TZVPD RIJCOSX def2/J DEFGRID3
* xyz 0 1
N 0.18 -1.16 -0.10
N 0.79 -0.04 -0.53
N 2.41 0.01 0.02
O 2.77 -1.05 0.40
O 2.90 1.07 -0.10
O -0.29 1.75 0.57
O 0.27 1.12 -0.69
H -0.12 -1.76 -0.85
H -0.53 -1.02 0.61
H -0.28 2.68 0.32
*
```

Formula: C6H14O
Source: the OMol25 dataset
Level of theory: ωB97M-V with the def2-TZVPD basis set

Properties
* M: 102.2 g mol⁻¹
* LUMO: 1.15 eV
* SMILES: CCCCCOC
* orbital gap: 0.4025 hartree
* energy above the lowest of the compared OMol25 structures with the same formula, charge and spin: 0.777 eV

```
! wB97M-V def2-TZVPD RIJCOSX def2/J DEFGRID3
* xyz 0 1
C -3.43 0.01 -0.48
C -2.25 -0.35 0.42
C -0.91 -0.20 -0.29
C 0.28 -0.40 0.65
C 1.58 -0.12 -0.09
O 2.59 0.27 0.81
C 3.73 0.69 0.10
H -4.39 -0.11 0.04
H -3.45 -0.62 -1.38
H -3.36 1.05 -0.81
H -2.26 0.30 1.30
H -2.35 -1.38 0.79
H -0.85 -0.89 -1.14
H -0.87 0.81 -0.73
H 0.29 -1.42 1.05
H 0.22 0.30 1.49
H 1.89 -1.02 -0.64
H 1.42 0.69 -0.82
H 4.13 -0.12 -0.53
H 4.50 0.98 0.82
H 3.48 1.53 -0.56
*
```

Formula: C2H2NO4
Source: the OMol25 dataset
Level of theory: ωB97M-V with the def2-TZVPD basis set

Properties
* M: 104.0 g mol⁻¹
* LUMO (alpha / beta): 4.03 / 3.93 eV
* orbital gap (alpha / beta): 0.2136 / 0.2510 hartree
* energy above the lowest of the compared OMol25 structures with the same formula, charge and spin: 5.546 eV

```
! wB97M-V def2-TZVPD RIJCOSX def2/J DEFGRID3
* xyz -1 1
C 0.16 0.85 0.73
C -0.52 0.49 -0.54
N 1.92 -1.32 -0.34
O 0.96 -1.11 0.35
O 1.13 1.61 0.96
O -0.40 0.82 -1.71
O -1.51 -0.43 -0.18
H -0.42 0.36 1.46
H -1.33 -1.27 -0.74
*
```